The following is a DFT calculation (ωB97M-V with the def2-TZVPD basis set) of a cluster of 3 separate species, C4H9NO2 in total in a non-equilibrium geometry.

Structure (XYZ):
```
16
Properties=species:S:1:pos:R:3
C -0.60438 0.50748 -0.94398
C -1.63202 -0.05747 0.01739
C -2.13043 -1.31835 -0.40643
C 2.38228 0.13062 -0.04984
O 1.83239 -0.89516 -0.47567
O 1.87670 1.17687 0.40277
N -2.14326 0.62196 0.98919
H -1.09112 1.15836 -1.67058
H 0.10775 1.08248 -0.32250
H -0.06421 -0.30604 -1.41426
H 3.49538 0.13088 -0.09100
H -3.08157 -1.68632 -0.03090
H -1.63984 -1.81375 -1.23283
H 0.20472 -0.34977 2.43787
H -2.79075 0.04580 1.54161
H 0.35442 -0.55052 1.71960
```

The spin multiplicity is 1. The value obtained for the energy above the lowest of the compared OMol25 structures with the same formula, charge and spin is 178.12 kcal/mol. For the lowest unoccupied orbital energy, the calculation gives -4.64 eV.